ORCA calculation (ωB97M-V/def2-TZVPD) on a cluster of 5 separate species, C21H28N2O7 in total.

```
58
Properties=species:S:1:pos:R:3:nbo_charge:R:1
N -1.772 1.980 -3.471 0.515
C -0.972 -0.368 -3.933 -0.140
C -3.472 0.398 -0.766 0.073
O -6.984 2.185 0.792 -0.312
H 6.033 5.356 1.486 0.248
H -1.577 -0.400 -0.242 0.269
C -3.710 1.173 1.902 0.063
H 7.367 4.461 0.736 0.234
C 2.906 0.014 1.173 -0.731
C -4.659 0.928 -0.321 -0.178
H 3.359 0.352 2.105 0.278
N -6.208 1.523 1.561 0.471
H 1.084 -2.473 0.021 0.235
O -1.626 3.063 -2.956 -0.347
C 1.063 -1.252 -2.907 -0.173
H -5.379 1.195 -1.081 0.284
H 2.543 0.894 0.642 0.242
H 6.679 2.649 3.831 0.236
H 2.656 -2.479 0.656 0.221
H -1.940 -4.043 -1.662 0.245
H 5.621 4.325 0.133 0.237
C 0.012 -1.344 -3.830 -0.222
H 7.434 1.754 2.454 0.237
C -0.836 0.874 -3.204 -0.014
C 6.304 4.432 0.976 -0.728
C 7.143 2.727 2.848 -0.719
C 1.215 -0.046 -2.202 -0.216
H 7.989 3.412 2.902 0.215
H 3.680 -0.441 0.555 0.221
C -3.197 -3.829 0.084 0.585
C 0.261 1.002 -2.314 -0.202
C -2.512 0.734 1.345 -0.214
H 1.350 -3.007 1.700 0.250
H -1.709 0.719 2.067 0.284
C 1.664 -0.838 1.407 0.614
H 2.109 0.075 -1.609 0.232
H -2.188 -4.013 2.022 0.225
H 1.721 -2.104 -2.817 0.232
C 1.626 -2.271 0.945 -0.734
C 6.006 3.256 1.875 0.622
H -0.019 -2.239 -4.433 0.233
H -3.901 -4.098 2.066 0.259
H -2.205 -5.400 -0.823 0.270
H -3.824 1.521 2.919 0.270
C -4.862 1.150 1.075 0.115
H -3.414 0.187 -1.824 0.258
C -1.957 -4.358 -0.618 -0.750
H -3.127 -2.531 1.755 0.224
O 4.984 2.609 1.835 -0.579
H 0.428 1.940 -1.804 0.252
C -2.433 0.126 0.155 -0.114
H -0.979 -4.286 -0.142 0.231
C -3.080 -3.601 1.549 -0.725
O -4.308 -3.573 -0.475 -0.563
O -6.505 1.165 2.704 -0.286
O -2.770 1.673 -4.113 -0.387
H -1.773 -0.502 -4.645 0.247
O 0.662 -0.357 1.914 -0.593
```

The calculated total energy is -39527.117 eV. Its HOMO-LUMO gap (spin up / spin down) is 6.300 / 2.605 eV. Its multiplicity is 2. As for the total charge: +1.